(1)
The following is a quantum chemistry calculation of 11 unconnected molecules or ions with the total composition C29H62Cl6N6O11 in a non-equilibrium geometry, from the OMol25 dataset.

The geometry in ORCA input format:
```
! wB97M-V def2-TZVPD RIJCOSX def2/J DEFGRID3
* xyz -2 1
O -0.31434 -0.79959 -1.07276
C 0.69535 -1.37756 -0.38616
C 1.72040 -0.46807 0.30927
O 1.28476 0.54528 1.09018
H 1.30549 -2.05576 -1.06602
H 0.25310 -2.08599 0.34752
H 2.43331 -0.02968 -0.46334
H 2.64275 -1.01348 0.76554
C 1.19241 1.55716 4.05602
C 1.98826 2.84080 4.29338
O 1.70686 3.14790 5.68569
C 1.30707 2.01617 6.32088
O 1.21810 1.89183 7.50707
O 1.09715 1.02293 5.43069
H 1.82618 0.86027 3.52353
H 0.21635 1.68915 3.60588
H 1.50962 3.61696 3.69778
H 3.04175 2.68346 4.08887
C 1.70503 4.50791 -2.78271
C 1.57760 4.10987 -1.32225
O 0.52445 4.00050 -0.79146
N 2.73394 4.03252 -0.60056
C 2.81360 3.50022 0.74160
H 0.98386 5.21492 -3.16497
H 1.72909 3.57759 -3.35098
H 2.70137 4.95774 -2.91969
H 3.58475 4.34594 -1.02943
H 1.97945 2.78639 0.87331
H 2.77773 4.23401 1.55404
H 3.75532 2.95014 0.82166
C -0.13047 2.55728 -5.16864
C -0.47840 1.87653 -3.82841
O -0.97480 2.56538 -2.95177
N -0.32409 0.52984 -3.75184
C 0.10095 -0.28914 -4.85928
H -0.35037 3.59916 -4.96105
H -0.91720 2.17060 -5.82471
H 0.90278 2.41125 -5.47688
H -0.31951 0.06785 -2.81801
H -0.19002 -1.30500 -4.61647
H 1.19208 -0.20158 -4.96459
H -0.33188 -0.00865 -5.82148
C -3.78386 -0.81072 -2.76806
C -4.13010 0.65437 -2.69771
O -3.54281 1.40395 -1.94442
N -5.09202 1.06800 -3.60835
C -5.46693 2.42468 -3.91350
H -2.80110 -0.98734 -2.32528
H -3.75753 -1.21917 -3.78084
H -4.47527 -1.34703 -2.10706
H -5.42494 0.38133 -4.26201
H -6.54779 2.54777 -3.80435
H -5.24266 2.58917 -4.97410
H -4.91748 3.15144 -3.32844
C 3.08118 0.97401 -2.93645
C 4.21206 0.37363 -3.75311
O 4.45088 0.73737 -4.92029
N 4.85701 -0.71775 -3.23602
C 4.57501 -1.34122 -1.96276
H 2.50689 0.17436 -2.46719
H 2.46243 1.36235 -3.74508
H 3.37869 1.72540 -2.21276
H 5.49381 -1.15705 -3.87561
H 4.58167 -0.59594 -1.16543
H 5.42156 -1.98547 -1.70414
H 3.66660 -1.94108 -1.89510
C -3.81267 2.02395 4.66678
C -2.73783 1.46366 3.75445
O -2.52142 1.89765 2.67451
N -2.18835 0.29837 4.23566
C -1.26178 -0.56914 3.53720
H -4.44590 1.19358 4.98698
H -4.45546 2.72406 4.13479
H -3.45561 2.58145 5.53662
H -2.11847 0.22857 5.23920
H -1.25522 -0.44964 2.45004
H -1.46380 -1.63861 3.69775
H -0.23281 -0.44559 3.87685
C -5.78191 -0.78495 1.44211
C -4.37628 -1.02540 0.88952
O -3.56740 -0.13002 0.79315
N -4.08596 -2.34483 0.62488
C -2.71989 -2.75140 0.30202
H -6.60722 -1.02240 0.76713
H -5.89251 0.26369 1.72156
H -5.90687 -1.28494 2.41146
H -4.82995 -2.99613 0.77901
H -2.01862 -2.46830 1.08821
H -2.43461 -2.29350 -0.63826
H -2.64893 -3.84303 0.30955
Cl -0.08448 -5.30927 2.13124
C 1.06595 -4.08741 2.78765
C 1.31194 -4.34110 4.24458
Cl 0.93400 -2.87109 5.21248
H 0.53051 -3.15614 2.65024
H 1.93100 -4.14028 2.13818
H 2.35356 -4.53374 4.48108
H 0.65534 -5.11156 4.62779
Cl 5.24400 -2.38972 4.45634
C 3.91504 -1.33838 3.91367
C 4.40105 -0.16733 3.12476
Cl 5.27973 0.89998 4.29637
H 3.28369 -1.00810 4.73580
H 3.25136 -1.95997 3.31221
H 3.59029 0.41797 2.67754
H 5.04566 -0.41056 2.28514
Cl -1.89181 -4.30042 -4.72182
C -1.20042 -4.64505 -3.10342
C -0.26273 -3.57097 -2.62807
Cl 1.22372 -3.40958 -3.58689
H -0.74377 -5.63422 -3.15994
H -2.00757 -4.77005 -2.37940
H 0.08423 -3.87703 -1.64073
H -0.76586 -2.61123 -2.46741
*
```

Computed properties:
max |F|	2.8	eV/A
gap between HOMO and LUMO	4.236	eV

(2)
The following is a quantum chemistry calculation of a molecular structure, C29H62CuN3O4 in a non-equilibrium geometry, from the OMol25 dataset.

The geometry in ORCA input format:
```
! wB97M-V def2-TZVPD RIJCOSX def2/J DEFGRID3
* xyz 0 1
Cu -23.63613 12.44341 -19.44340
C -25.63333 8.93188 -19.26357
C -25.99275 10.06469 -18.31251
O -25.29235 11.23548 -18.47247
H -26.13845 8.01845 -18.93565
H -24.59342 8.62317 -19.05550
H -25.62376 9.19861 -20.31963
H -25.98794 9.64341 -17.28958
H -27.06948 10.28883 -18.48268
C -23.36558 10.14601 -21.46002
C -22.06755 10.65095 -22.11306
C -22.38506 10.74668 -23.59418
C -21.33152 11.48450 -24.40821
C -21.22541 12.87497 -23.78238
C -20.86806 12.90441 -22.29097
N -21.80145 11.99578 -21.57784
O -21.53756 11.91190 -20.19010
C -19.41966 12.49148 -22.02303
C -21.11000 14.33585 -21.83417
C -20.99340 9.58036 -21.88670
H -24.17418 10.84198 -21.69835
H -23.24627 10.04480 -20.38081
H -23.68102 9.18232 -21.86190
H -22.62832 9.78138 -24.04373
H -23.29900 11.34319 -23.70371
H -21.63346 11.60548 -25.45179
H -20.36674 10.97797 -24.49985
H -22.08119 13.49407 -24.04444
H -20.35664 13.32189 -24.28327
H -19.25663 11.42709 -22.20142
H -18.74498 12.98838 -22.72204
H -19.10692 12.68734 -20.99610
H -22.17119 14.59356 -21.79887
H -20.79132 14.44959 -20.79292
H -20.58246 15.06634 -22.44576
H -21.41686 8.57481 -21.84742
H -20.45521 9.66916 -20.93949
H -20.27752 9.53467 -22.71080
H -20.60967 11.66819 -20.04561
C -24.67557 16.51208 -17.40021
C -24.02849 15.45431 -18.31929
C -22.59826 15.91782 -18.61647
C -21.62459 15.78642 -17.43837
C -21.67990 14.37754 -16.85816
C -23.10259 13.87258 -16.61258
N -23.98068 14.09591 -17.78053
O -25.29778 13.63616 -17.51277
C -23.00507 12.36186 -16.45039
C -23.56104 14.47519 -15.26409
C -24.73836 15.47708 -19.66688
H -24.00214 16.80804 -16.59934
H -25.54112 16.06520 -16.90432
H -25.02570 17.36471 -17.97726
H -22.15772 15.36468 -19.45322
H -22.59979 16.96208 -18.93668
H -21.90108 16.57026 -16.72673
H -20.61506 16.02034 -17.78259
H -21.04256 14.32255 -15.97370
H -21.14904 13.75906 -17.59743
H -23.95522 11.91718 -16.14217
H -22.76875 11.81724 -17.37219
H -22.27623 12.02972 -15.70636
H -24.64722 14.57692 -15.25542
H -23.23779 13.78232 -14.48992
H -23.17397 15.46906 -15.04070
H -24.41029 14.66534 -20.31912
H -24.61128 16.43747 -20.17105
H -25.81779 15.38183 -19.53917
H -25.37913 12.68685 -17.84374
C -26.47227 11.85368 -23.53398
C -26.41718 13.28178 -22.97613
C -27.30968 14.22601 -23.80401
C -28.77376 13.99999 -23.50856
C -29.01091 14.24440 -22.02471
C -28.14610 13.38232 -21.08947
N -26.75978 13.43848 -21.56312
O -25.87012 12.81709 -20.66454
C -28.27902 14.02335 -19.71093
C -28.71786 11.95880 -21.05711
C -24.97363 13.77736 -23.12788
H -25.83294 11.69866 -24.40135
H -27.48410 11.46462 -23.62644
H -26.02882 11.17827 -22.78651
H -27.03466 15.27009 -23.65323
H -27.08601 13.92997 -24.83488
H -29.13956 13.05643 -23.92404
H -29.41518 14.70650 -24.05083
H -30.05008 13.97896 -21.80026
H -28.93505 15.30697 -21.78914
H -27.89442 15.04543 -19.70647
H -29.32783 14.10782 -19.42630
H -27.68298 13.47974 -18.97568
H -28.81060 11.51150 -22.04457
H -28.11059 11.32999 -20.40010
H -29.73034 12.01906 -20.65338
H -24.32572 13.20281 -22.46154
H -24.84258 14.82163 -22.83440
H -24.64259 13.68950 -24.16530
H -26.18771 11.90214 -20.57274
*
```

Computed properties:
max |F|	2.0	eV/A
ΔE to the lowest compared entry with this formula, charge and spin	0.00	kcal per mole
gap between HOMO and LUMO	7.844	eV